Molecular formula: C8H22CrFN2O2
Method: DFT, ωB97M-V/def2-TZVPD

The charge is +1. The total energy is -46854.8604 eV. As for the spin multiplicity: 5. For the molecular weight, the calculation gives 249.27 g/mol. The value obtained for the HOMO-LUMO gap (spin up / spin down) is 7.3 / 8.2 eV. For the energy above the lowest of the compared OMol25 structures with the same formula, charge and spin, the calculation gives 743.0 kJ/mol. Its expectation value of S² is 6.01. The calculation puts the LUMO energy (spin up / spin down) at -3.190 / -3.577 eV.

Last column: Löwdin spin population.
Cartesian coordinates (Å):
N 0.73 -0.51 2.99  0.082
H -3.39 0.63 1.26  0.007
H 1.71 1.60 -5.07  0.000
H -0.45 -1.70 1.87  0.003
N -0.73 -0.12 -3.42  0.000
H 2.06 -0.47 0.39  0.003
H -0.34 -1.84 4.96  0.001
C 1.42 0.88 -2.48  0.001
C -2.43 1.14 1.16  0.048
H -1.39 -2.81 4.07  0.001
H -1.67 0.07 4.06  0.001
H 3.34 0.20 -0.65  0.001
C 2.28 0.26 -0.39  0.018
H 0.42 -2.86 3.78  0.001
H 2.03 1.26 -0.01  0.014
H -2.64 2.20 1.18  0.002
H 1.48 -1.18 2.89  0.013
H -1.12 -0.43 -4.30  0.000
O 1.43 -0.14 -1.44  0.002
C -0.54 -1.22 2.85  0.025
H -0.05 1.76 -5.21  0.000
C 0.69 0.29 -3.72  0.000
Cr 0.12 0.63 1.65  3.494
H -2.63 -0.73 2.79  0.003
H 0.66 0.41 -5.85  0.000
O -1.43 0.85 2.12  0.090
H 0.97 1.80 -2.11  0.001
C -0.47 -2.25 3.96  0.011
C -1.68 -0.24 3.01  0.029
C 0.76 1.07 -4.99  0.000
H -2.21 0.83 0.14  0.007
F 0.05 -0.47 0.53  0.135
H 1.03 -0.73 -3.87  0.000
H -1.27 0.73 -3.35  0.000
H 0.89 -0.18 3.93  0.011
H 2.40 1.26 -2.75  0.000

Molecular formula: C2H2FP
Method: DFT, ωB97M-V/def2-TZVPD

The total energy is -14105.5766 eV. As for the spin multiplicity: 1. For the molecular weight, the calculation gives 76.01 g/mol. The value obtained for the HOMO-LUMO gap (spin up / spin down) is 7.8 / 7.3 eV. The structure (SMILES) is C#P=CF. For the energy above the lowest of the compared OMol25 structures with the same formula, charge and spin, the calculation gives 572.6 kJ/mol. The calculation puts the LUMO energy (spin up / spin down) at -1.621 / -1.498 eV.

Last column: Löwdin charge in e.
Cartesian coordinates (Å):
H -2.03 0.19 1.46  0.029
C -1.81 0.38 0.38  -0.477
H 1.33 0.04 -0.90  -0.127
P -0.43 1.32 0.52  0.822
C 1.04 1.02 -0.73  -0.152
F -2.54 -0.15 -0.73  -0.094

Molecular formula: C5H13N2O
Method: DFT, ωB97M-V/def2-TZVPD

The charge is +1. The total energy is -10414.5904 eV. As for the spin multiplicity: 1. For the molecular weight, the calculation gives 117.17 g/mol. The value obtained for the HOMO-LUMO gap is 9.5 eV. The structure (SMILES) is C[C@H](C=O)NCC[NH3+]. For the energy above the lowest of the compared OMol25 structures with the same formula, charge and spin, the calculation gives 347.9 kJ/mol. The calculation puts the LUMO energy at -3.519 eV.

Last column: Löwdin charge in e.
Cartesian coordinates (Å):
H -0.07 -0.84 -2.86  0.145
H 1.67 -0.45 2.11  0.119
C 0.58 0.69 -1.36  -0.293
H 0.60 -2.68 1.81  0.140
O -1.28 -0.79 -1.27  -0.011
H -0.10 1.61 1.92  0.118
H 1.50 0.81 -1.99  0.158
H -1.21 1.53 -2.55  0.113
H -1.26 1.78 -0.96  0.068
C 0.60 -0.52 2.25  -0.109
H 0.12 -0.51 3.32  0.156
N 0.94 0.68 0.16  -0.009
C -0.01 0.67 1.35  -0.154
H 0.01 2.77 -1.95  0.118
H -0.41 -1.82 0.88  0.167
C -0.20 -0.47 -1.82  -0.216
N 0.02 -1.87 1.86  0.152
H -1.07 0.59 1.11  0.104
C -0.48 1.76 -1.70  -0.061
H -0.78 -2.22 2.52  0.217
H 1.60 1.38 0.31  0.078

Molecular formula: C11H23ClNO2P2V
Method: DFT, ωB97M-V/def2-TZVPD

The charge is +2. The total energy is -74135.2738 eV. As for the spin multiplicity: 3. For the molecular weight, the calculation gives 349.65 g/mol. The value obtained for the HOMO-LUMO gap (spin up / spin down) is 6.5 / 7.6 eV. For the energy above the lowest of the compared OMol25 structures with the same formula, charge and spin, the calculation gives 334.8 kJ/mol. Its expectation value of S² is 2.06. The calculation puts the LUMO energy (spin up / spin down) at -8.409 / -8.551 eV.

Last column: Löwdin spin population.
Cartesian coordinates (Å):
H 0.06 2.92 -1.51  0.020
C 1.50 -1.61 1.81  0.013
P -1.70 1.76 -0.01  0.047
C 1.08 1.57 -0.24  0.017
C -2.96 2.12 -1.24  0.003
H 0.33 -4.25 2.53  -0.001
H -0.37 -3.80 -0.63  0.000
H 3.97 -0.42 1.47  0.006
C 3.21 0.15 0.94  0.139
O -0.33 0.26 -4.30  0.001
H -0.87 -0.94 -2.40  0.000
H -0.70 3.28 1.57  0.004
H -0.91 -0.43 -0.32  -0.024
H -2.49 3.03 1.87  0.006
H 2.26 -2.38 1.59  0.002
C 3.46 1.24 0.09  -0.005
H 2.57 2.61 -1.41  0.005
Cl -0.88 0.41 3.19  -0.039
H 1.47 -1.38 2.90  0.000
C 2.43 1.84 -0.65  0.158
H -2.88 1.62 -2.22  0.000
C -0.07 2.27 -0.64  0.461
H -2.98 3.20 -1.43  -0.001
N 0.88 0.36 0.44  0.079
H 4.49 1.62 0.01  -0.002
H -2.30 -0.79 -1.64  0.000
H -1.43 -4.11 2.08  0.000
H -1.89 4.06 0.47  0.000
H 0.90 -2.56 -0.96  0.000
H -3.90 1.85 -0.74  0.000
H -0.53 1.14 -4.74  0.000
C -0.54 -3.56 2.45  -0.002
H 1.24 -3.92 0.19  0.000
O -1.45 -1.28 -1.72  -0.020
V -1.05 -0.17 1.05  1.073
C 0.47 -3.23 -0.20  -0.002
H 0.63 0.04 -4.46  0.000
C 1.88 -0.32 1.02  0.028
P -0.13 -2.28 1.21  0.000
C -1.71 3.19 1.13  0.034
H -0.76 -3.10 3.44  0.000

Molecular formula: C21H28BrClIN3O9S2
Method: DFT, ωB97M-V/def2-TZVPD

The total energy is -157460.0954 eV. As for the spin multiplicity: 1. For the molecular weight, the calculation gives 772.86 g/mol. The value obtained for the HOMO-LUMO gap is 8.0 eV. The structure (SMILES) is CC[C@H](Br)c1c(Cl)cc2nc(O)c(N=C(C)C)nc2c1CCCI.O=S1(=O)OCCO1.O=S1(=O)OCCO1. The calculation puts the LUMO energy at -0.716 eV.

Last column: Löwdin charge in e.
Cartesian coordinates (Å):
H 1.58 5.44 -0.36  0.135
C 0.19 -1.69 -1.69  -0.159
C 3.37 -5.10 -2.28  -0.107
H -5.32 -5.57 -3.51  0.120
O 4.36 5.96 3.60  -0.189
C 0.85 -4.12 -0.80  -0.223
O 0.40 8.45 -1.18  -0.225
C -3.64 -3.22 -2.59  -0.235
H 1.09 0.78 -1.64  0.057
H 4.38 -3.79 -0.81  0.109
C 0.68 5.47 0.25  -0.203
S -0.24 7.77 -0.11  0.624
S 3.76 4.51 3.97  0.626
C 0.35 -0.86 -0.36  -0.322
H 3.84 6.39 6.82  0.138
O -5.31 -5.04 -2.70  0.018
H 4.26 -4.72 -2.87  0.074
H 1.22 -1.72 -2.17  0.115
C -1.95 -5.08 -1.58  -0.182
H -1.23 -7.07 -0.79  0.111
O -0.32 6.20 -0.48  -0.192
H 1.34 -1.04 0.15  0.032
N -3.20 -5.64 -1.89  0.184
H -3.98 -1.05 -0.74  0.078
C 0.89 6.27 1.52  -0.176
H 2.45 -2.53 -0.80  0.078
O -1.50 8.17 0.41  -0.226
C 4.24 6.83 4.72  -0.165
C -0.15 -3.21 -1.42  -0.056
C -4.92 -1.66 -0.69  -0.033
C -0.93 -6.00 -0.98  -0.021
C -7.04 -2.10 -2.26  -0.035
I 1.18 1.85 0.86  0.865
Br 2.20 -3.33 1.59  0.664
O 2.47 4.39 3.37  -0.258
H 0.10 6.08 2.24  0.139
H -7.43 -1.70 -3.22  0.087
C 3.47 -4.46 -0.83  -0.310
H -7.50 -1.53 -1.40  0.073
C 2.24 -3.56 -0.41  -0.614
H 5.05 7.57 4.72  0.138
N -2.41 -2.73 -2.32  0.170
C -1.54 -3.68 -1.79  -0.135
H 3.28 7.35 4.65  0.134
H -4.69 -2.61 -0.12  0.094
N -4.67 -2.33 -3.12  0.120
H -5.74 -1.15 -0.09  0.078
H -0.49 -1.23 -2.45  0.108
O 0.81 7.64 1.11  -0.192
H -0.68 0.96 -1.05  0.060
C 0.37 0.68 -0.77  -0.633
H 3.66 -5.23 -0.03  0.058
O 3.56 4.76 5.55  -0.183
H 5.31 5.62 6.17  0.135
C -4.00 -4.66 -2.38  -0.245
Cl 1.48 -6.76 0.16  0.649
H 1.86 6.07 1.98  0.100
H 3.55 -6.21 -2.16  0.072
C 0.40 -5.54 -0.60  -0.523
H 2.42 -4.88 -2.82  0.076
H -0.43 -1.09 0.42  0.119
C 4.29 5.93 5.94  -0.167
O 4.78 3.54 3.79  -0.207
H 0.34 4.45 0.44  0.012
C -5.47 -2.04 -2.13  -0.328
H -7.31 -3.19 -2.08  0.092